Entry 1:
{"formula": "C5H16N2O3PS", "method": "wB97M-V/def2-TZVPD", "homo_ha": [-0.310, -0.481], "multiplicity": 3, "s_squared": 2.006, "lumo_ev": [-2.47, -6.29], "gap_ev": [6.0, 6.8], "total_charge": 1, "elements": ["C", "C", "C", "C", "C", "N", "N", "O", "O", "O", "P", "S", "H", "H", "H", "H", "H", "H", "H", "H", "H", "H", "H", "H", "H", "H", "H", "H"], "xyz": [[2.6287, -0.4291, 0.4280], [1.9569, -1.8321, 0.3033], [2.1906, 0.4620, -0.6421], [0.1927, 1.8297, -0.1797], [-1.3506, 1.7826, -0.1019], [0.4684, -1.6276, 0.5592], [0.6913, 0.5360, -0.7854], [-1.9971, -0.6853, 0.0680], [-0.8655, 0.1769, 1.9787], [-4.1255, 0.3518, -0.5649], [-3.3534, -1.1224, -0.7768], [-1.9667, 0.5886, 1.2124], [3.7626, -0.5840, 0.7422], [2.2078, -0.0600, 1.3621], [2.2942, -2.4808, 1.0622], [2.0608, -2.2834, -0.7433], [2.6284, 1.4103, -0.2589], [2.5927, 0.1997, -1.6066], [0.5594, 2.6340, -0.9487], [0.6648, 2.0891, 0.7840], [-1.8233, 2.7189, 0.0952], [-1.8087, 1.4512, -1.0268], [-3.8356, -1.8376, 0.3326], [0.0486, -0.8886, -0.1951], [0.4112, -1.1493, 1.4872], [0.5689, 0.6121, -1.7652], [-0.0408, -2.5015, 0.4879], [-4.7607, 0.6388, -1.3076]], "mulliken_charge": [-0.383, -0.796, -0.735, -0.660, -0.852, -0.206, -0.320, -0.186, -0.580, -0.463, 0.020, 0.482, 0.348, 0.257, 0.449, 0.335, 0.281, 0.473, 0.434, 0.353, 0.593, 0.333, 0.144, 0.368, 0.376, 0.240, 0.342, 0.353]}

Entry 2:
{"formula": "C5H16N3", "method": "wB97M-V/def2-TZVPD", "homo_ha": -0.439, "lumo_ev": -2.57, "relative_energy_kcal_mol": 32.4, "gap_ev": 9.4, "total_charge": 1, "elements": ["C", "C", "N", "N", "H", "H", "H", "H", "H", "H", "H", "C", "C", "N", "C", "H", "H", "H", "H", "H", "H", "H", "H", "H"], "xyz": [[-1.3069, 0.5186, 1.1367], [-2.4387, -0.1891, 1.1737], [-2.9623, -0.7009, 2.3552], [-0.8150, 1.1286, -0.0950], [-0.7233, 0.7819, 2.0074], [-3.0344, -0.2956, 0.2761], [-3.4268, -1.5916, 2.2382], [-2.2893, -0.7665, 3.1062], [0.4749, 0.6046, -0.2782], [-0.9122, 2.1469, -0.1154], [-1.3795, 0.8009, -0.8730], [0.9703, -1.6677, -2.0013], [1.8129, -0.4164, -1.7685], [1.5896, 0.1518, -0.4006], [2.5988, 1.2008, -0.0910], [1.0810, -1.9564, -3.0400], [-0.0883, -1.4524, -1.8364], [1.2553, -2.4399, -1.2886], [1.5320, 0.3676, -2.4726], [2.8720, -0.6307, -1.8874], [1.7473, -0.6296, 0.2345], [2.6145, 1.4141, 0.9761], [3.6056, 0.8886, -0.3472], [2.2947, 2.0870, -0.6433]], "mulliken_charge": [-0.339, -0.135, -0.520, -0.591, 0.306, 0.296, 0.259, 0.239, 0.428, 0.274, 0.271, -1.097, -0.478, -0.140, -0.937, 0.370, 0.284, 0.339, 0.347, 0.397, 0.344, 0.346, 0.379, 0.361]}

Number 1: molar mass 215.2 g mol⁻¹, maximum force 4.728 eV/Å. Number 2: molar mass 118.2 g mol⁻¹, maximum force 0.989 eV/Å.